ORCA calculation (wB97M-V/def2-TZVPD) on 6 unconnected molecules or ions with the total composition C18H42N6O6 at a distorted geometry.

Last column: Löwdin charge in e.
CARTESIAN COORDINATES (ANGSTROEM)
C  -7.29554  0.62546  -2.09884  -0.04
N  -8.73720  0.77598  -2.20220  -0.20
C  -9.15475  2.18306  -2.20822  -0.07
C  -9.63232  -0.19592  -2.48494  -0.36
O  -9.34304  -1.34922  -2.70684  0.01
H  -7.05288  0.64432  -1.03635  0.09
H  -6.77637  1.34229  -2.73500  0.09
H  -7.00965  -0.39472  -2.35497  0.08
H  -8.61633  2.78442  -2.94072  0.08
H  -10.19967  2.34293  -2.47410  0.08
H  -8.82085  2.61256  -1.26368  0.09
H  -10.64637  0.18182  -2.68792  0.13
C  -3.41979  -8.33292  -0.84026  -0.06
N  -2.37436  -8.16851  -1.83884  -0.20
C  -2.29609  -8.98597  -3.01873  -0.04
C  -1.76241  -6.97025  -1.86196  -0.38
O  -1.03302  -6.65339  -2.74298  0.04
H  -4.38044  -8.65172  -1.24473  0.08
H  -3.44582  -7.42305  -0.24063  0.08
H  -3.22929  -9.23367  -0.25678  0.08
H  -2.12597  -10.04104  -2.80431  0.09
H  -3.29997  -8.86586  -3.42603  0.09
H  -1.54704  -8.68617  -3.75162  0.09
H  -2.01235  -6.31087  -1.01641  0.13
C  11.21682  -4.29180  -1.57331  -0.09
N  10.63422  -3.56508  -2.65884  -0.17
C  11.70869  -3.20540  -3.68450  -0.01
C  9.37160  -3.18853  -2.54121  -0.38
O  8.65190  -3.30797  -1.55818  0.00
H  10.76790  -4.13691  -0.59221  0.10
H  12.29975  -4.19951  -1.49064  0.07
H  11.51874  -5.31016  -1.81798  0.09
H  12.27035  -2.38114  -3.24490  0.09
H  12.33822  -4.05789  -3.93962  0.08
H  11.31752  -2.87413  -4.64644  0.08
H  9.09845  -2.63112  -3.45055  0.13
C  4.58067  8.88008  -3.43077  -0.03
N  3.21577  8.82542  -2.84041  -0.20
C  2.99081  9.46693  -1.57777  -0.09
C  2.27467  7.95173  -3.31626  -0.31
O  2.49207  7.20057  -4.27674  -0.01
H  4.99271  7.97778  -3.88263  0.09
H  5.33905  9.17936  -2.70730  0.08
H  4.48986  9.76680  -4.05813  0.09
H  3.24918  8.83798  -0.72585  0.09
H  3.55945  10.39460  -1.51315  0.08
H  1.97371  9.81401  -1.39574  0.08
H  1.29640  8.04967  -2.82070  0.13
C  1.47022  -0.68749  0.85287  -0.06
N  1.06330  0.60611  0.33723  -0.20
C  0.73805  0.57649  -1.06532  -0.04
C  0.72937  1.53982  1.14915  -0.37
O  0.14778  2.60464  0.82554  -0.03
H  2.41049  -0.97425  0.38196  0.09
H  0.69251  -1.44167  0.73248  0.09
H  1.69428  -0.77648  1.91588  0.08
H  1.35816  -0.10655  -1.64585  0.10
H  -0.33657  0.57435  -1.24777  0.10
H  1.05671  1.54141  -1.45962  0.09
H  0.97878  1.37508  2.20880  0.14
C  -3.90024  2.03226  7.97288  -0.07
N  -4.19092  1.71259  9.31952  -0.17
C  -4.00586  0.30238  9.81564  -0.03
C  -4.59872  2.62989  10.17546  -0.37
O  -4.96894  3.77986  9.97126  0.01
H  -3.94087  3.11077  7.82037  0.09
H  -4.44037  1.45101  7.22554  0.09
H  -2.90705  1.77362  7.60576  0.08
H  -4.89762  -0.32306  9.77442  0.08
H  -3.23685  -0.21901  9.24564  0.08
H  -3.69510  0.23285  10.85808  0.08
H  -4.65756  2.26054  11.21098  0.13

Summary:
SMILES: CN(C)C=O.CN(C)C=O.CN(C)C=O.CN(C)C=O.CN(C)C=O.CN(C)C=O
gap between HOMO and LUMO: 9.830 eV
energy relative to the best compared isomer or geometry (same formula, charge and spin): 6.2480 eV
net charge: 0
E_tot: -40569.4262 eV



ORCA calculation (wB97M-V/def2-TZVPD) on 8 unconnected molecules or ions with the total composition C18H42O8 at a distorted geometry.

Last column: Löwdin charge in e.
CARTESIAN COORDINATES (ANGSTROEM)
C  2.03430  -4.54604  3.08375  0.00
C  1.96366  -3.48642  2.01414  -0.43
O  1.87741  -2.28224  2.23390  0.04
C  1.96617  -3.99876  0.58241  0.00
H  2.92944  -5.09387  2.78930  0.08
H  1.24060  -5.28718  3.17796  0.10
H  2.36816  -4.07642  4.00900  0.09
H  0.99488  -4.40413  0.29890  0.10
H  2.78915  -4.70217  0.45597  0.09
H  2.23079  -3.17523  -0.08082  0.07
C  -4.00474  1.75599  -1.47755  0.07
C  -3.41588  2.79191  -0.58875  -0.29
O  -3.80107  3.93931  -0.67286  0.39
C  -2.50222  2.37485  0.53614  0.08
H  -4.06880  2.10793  -2.50718  0.12
H  -4.99314  1.42554  -1.15820  0.13
H  -3.35623  0.87991  -1.48376  0.11
H  -2.65215  1.32556  0.79035  0.09
H  -2.86263  2.88971  1.42671  0.12
H  -1.45669  2.66350  0.42827  0.12
C  -0.10438  0.34259  -3.88298  -0.01
C  -0.32353  1.78931  -3.46847  -0.48
O  -0.39853  2.08693  -2.31186  0.04
C  -0.34199  2.80732  -4.62017  -0.01
H  -0.22757  -0.29103  -3.00464  0.07
H  0.93402  0.16801  -4.16464  0.09
H  -0.74436  0.02089  -4.70458  0.09
H  0.56967  2.76269  -5.21599  0.10
H  -0.65497  3.80910  -4.32595  0.08
H  -1.21735  2.52263  -5.20392  0.08
C  5.44124  -0.77152  -1.92148  -0.02
C  4.08802  -0.11713  -1.56086  -0.42
O  3.12349  -0.13267  -2.35218  0.01
C  3.91643  0.46660  -0.15039  -0.01
H  6.21815  -0.02010  -1.78051  0.08
H  5.49274  -1.14233  -2.94518  0.08
H  5.60747  -1.60667  -1.24105  0.08
H  4.86608  0.55942  0.37654  0.08
H  3.36273  -0.25730  0.44749  0.07
H  3.34979  1.39715  -0.18369  0.05
C  -2.74748  -1.79063  1.04081  -0.02
C  -3.67477  -2.13049  2.18680  -0.46
O  -3.30522  -2.88369  3.08987  0.06
C  -5.12583  -1.70696  1.99190  -0.02
H  -1.81087  -2.34814  1.03501  0.09
H  -2.50017  -0.74813  1.24112  0.05
H  -3.29862  -1.80308  0.10049  0.08
H  -5.63120  -2.01796  1.07759  0.08
H  -5.18165  -0.62302  2.09216  0.07
H  -5.68010  -2.09897  2.84468  0.08
C  1.88530  3.84442  -0.62772  -0.17
O  2.51888  4.93890  -0.00023  -0.10
H  2.60181  3.10327  -0.98185  0.07
H  1.11695  3.36302  -0.02275  0.06
H  1.28667  4.21075  -1.46170  0.07
H  1.83228  5.49613  0.37351  0.08
C  0.42178  -0.14678  -0.17925  -0.13
O  0.15783  -0.63438  1.11802  -0.15
H  -0.51095  0.17793  -0.64043  0.05
H  1.05443  0.73989  -0.13822  0.07
H  0.84007  -0.91050  -0.83489  0.08
H  0.88427  -1.18569  1.41793  0.02
C  -0.94531  -0.20008  4.22583  -0.14
O  -1.05476  0.77260  3.18685  -0.14
H  0.04406  -0.62940  4.38378  0.08
H  -1.09290  0.26592  5.20008  0.07
H  -1.74305  -0.94210  4.19266  0.06
H  -0.57963  0.39154  2.44479  0.01

Summary:
multiplicity: 2
<S²>: 0.757
gap between HOMO and LUMO (alpha / beta): 6.802 / 3.037 eV
net charge: +1
E_tot: -35715.8521 eV



ORCA calculation (wB97M-V/def2-TZVPD) on a molecular structure, C18H43AgN3NbOSi2 at a distorted geometry.

Last column: Löwdin charge in e.
CARTESIAN COORDINATES (ANGSTROEM)
N  -1.12417  -0.37195  1.44635  -0.18
C  -1.97178  -0.00086  2.26125  -0.44
O  -2.72699  0.15143  3.16533  0.19
Ag  -1.55665  -2.47659  1.67133  0.89
Nb  0.19210  0.42762  0.07128  1.74
N  -1.30075  0.32529  -1.23108  -0.26
N  1.48669  -1.12732  -0.05211  -0.22
C  -2.74693  0.13525  -1.48017  -0.64
C  2.41529  -1.79130  0.89776  -0.63
C  -3.12657  -1.26340  -1.02845  -0.05
C  -3.12094  0.27955  -2.95919  -0.03
C  -3.54092  1.16467  -0.69957  -0.03
C  2.55507  -3.29865  0.65673  -0.05
C  3.80607  -1.18098  0.73400  -0.03
C  1.84761  -1.64365  2.29885  -0.07
H  -2.58742  -1.99098  -1.64954  0.09
H  -4.21494  -1.38067  -1.14679  0.11
H  -2.88702  -1.44365  0.03445  0.02
H  -2.87540  1.26347  -3.36845  0.09
H  -4.21028  0.16356  -3.08276  0.11
H  -2.65454  -0.50439  -3.57262  0.10
H  -3.36797  1.07785  0.38023  0.05
H  -4.60995  0.98607  -0.88610  0.11
H  -3.28164  2.17413  -1.04318  0.09
H  1.59637  -3.82728  0.74014  0.09
H  3.20975  -3.70005  1.44569  0.11
H  3.02326  -3.55077  -0.30373  0.10
H  4.22727  -1.47738  -0.23999  0.11
H  4.45087  -1.57466  1.53507  0.11
H  3.80433  -0.08400  0.79195  0.05
H  1.45602  -0.64787  2.55351  0.05
H  2.63925  -1.89406  3.01569  0.11
H  1.00944  -2.34862  2.42744  0.06
C  1.20300  -1.82658  -1.30833  -0.13
H  0.14455  -1.72996  -1.61472  0.06
H  1.86868  -1.48632  -2.11723  0.11
H  1.34473  -2.91297  -1.17654  0.08
C  -0.43675  0.76607  -2.36380  -0.14
H  -0.83235  1.70036  -2.80128  0.11
H  0.63339  0.96711  -2.04460  0.07
H  -0.37017  -0.01057  -3.15229  0.11
C  -0.16527  4.74247  -0.01361  -0.16
Si  -0.66460  3.63751  1.42912  0.43
C  -0.41478  4.44103  3.11603  -0.16
C  -2.52817  3.52216  1.38854  -0.17
C  0.37549  2.04077  1.43233  -0.51
Si  2.18990  2.44475  1.41730  0.39
C  2.68685  4.20107  1.95686  -0.17
C  3.00856  1.49516  2.83167  -0.17
C  2.98995  2.25077  -0.26499  -0.19
H  -0.78166  5.65486  -0.03255  0.06
H  -0.32532  4.22551  -0.96795  0.03
H  0.87700  5.07291  -0.00021  0.02
H  -1.15801  5.24648  3.22574  0.05
H  -0.61685  3.68447  3.88798  0.05
H  0.58167  4.86136  3.28774  0.02
H  -2.91693  3.63256  0.37333  0.02
H  -2.91716  2.61279  1.85439  0.01
H  -2.91046  4.36419  1.97998  0.05
H  0.13401  1.46151  2.34531  0.02
H  2.64280  4.30403  3.05257  0.05
H  3.73880  4.35615  1.66037  0.06
H  2.10173  5.01713  1.51655  0.02
H  3.21774  0.43528  2.64722  -0.01
H  3.97324  1.99589  3.02239  0.06
H  2.37722  1.57715  3.73289  0.06
H  2.87019  1.25945  -0.72892  -0.01
H  2.60222  3.00510  -0.96630  0.05
H  4.07160  2.43685  -0.15631  0.07

Summary:
gap between HOMO and LUMO (alpha / beta): 7.159 / 7.160 eV
net charge: +2
E_tot: -47171.5264 eV